(1)
ORCA calculation (ωB97M-V with the def2-TZVPD basis set) on a single C2H6N2O molecule.

```
11
Properties=species:S:1:pos:R:3:mulliken_charge:R:1
O -2.000 -0.569 0.119 -0.53
H -0.637 -1.090 1.558 0.32
H -2.005 -0.659 -0.845 0.30
H 1.043 -1.437 0.542 0.36
H -0.830 1.698 -0.415 0.25
H 0.884 1.817 -0.873 0.20
N 1.515 -0.457 0.151 -0.52
C -0.672 -0.756 0.524 -0.79
H 2.314 0.029 -0.255 0.20
N 0.072 1.278 -0.603 -0.44
C 0.316 0.145 0.096 0.65
```

* HOMO energy: -6.68 eV
* SMILES: NC(N)=CO
* gap between HOMO and LUMO: 0.275 Ha
* molar mass: 74.08 g mol⁻¹
* ΔE to the lowest compared entry with this formula, charge and spin: 341.2 kJ/mol
* energy: -7196.2515 eV

=====

(2)
ORCA calculation (ωB97M-V with the def2-TZVPD basis set) on 2 unconnected molecules or ions with the total composition C4H12NS2.

```
19
Properties=species:S:1:pos:R:3:mulliken_charge:R:1
H 0.389 -1.766 -1.285 0.32
H 3.043 -1.214 0.408 0.25
N 1.685 -0.234 -0.737 0.28
S -2.078 1.726 -0.281 0.00
H 1.297 -1.014 -2.611 0.32
C 1.359 -1.386 -1.592 -0.71
H -1.869 -0.498 2.678 0.36
C -1.339 0.566 0.946 0.02
C 2.520 -0.289 0.213 -0.09
H 1.164 0.665 -0.895 -0.08
H 2.715 0.575 0.834 0.29
H -0.480 1.042 1.415 0.30
H 2.127 -2.146 -1.500 0.32
H -0.775 1.346 -2.572 0.22
H -3.190 -0.409 1.578 0.37
H -1.029 -0.310 0.379 0.12
S -0.419 2.131 -1.532 -0.30
C -2.377 0.187 1.989 -1.33
H -2.743 1.030 2.565 0.37
```

* total charge: +1
* HOMO energy: -12.56 eV
* gap between HOMO and LUMO: 0.283 Ha
* molar mass: 138.28 g mol⁻¹
* ΔE to the lowest compared entry with this formula, charge and spin: 97.3 kJ/mol
* energy: -27495.9746 eV

=====

(3)
ORCA calculation (ωB97M-V with the def2-TZVPD basis set) on 3 unconnected molecules or ions with the total composition C4H12O3S2.

```
21
Properties=species:S:1:pos:R:3:mulliken_charge:R:1
S 1.317 -1.196 2.141 0.10
C 2.230 -2.841 -0.624 0.01
C 0.812 1.940 1.205 -0.73
H -1.143 3.710 -1.446 0.29
O -3.457 2.178 -0.741 -0.52
H 2.500 -3.722 -0.325 0.48
O -1.437 3.927 -2.330 -0.59
H 1.250 2.497 2.187 0.34
H -0.244 1.738 1.438 0.29
C 0.234 -2.300 1.137 -0.53
C 0.732 -2.607 -0.351 -0.65
H 0.303 -1.991 -1.206 0.34
H -3.504 1.750 0.022 0.27
H 0.687 2.583 0.335 0.33
S 1.683 0.374 0.926 0.32
H -1.876 3.080 -2.649 0.33
H -0.852 -2.217 1.185 0.43
O 2.871 -1.892 -1.043 -0.42
H 0.069 -3.576 -0.556 0.33
H -2.567 1.884 -0.993 0.23
H 0.393 -3.320 1.690 0.34
```

* total charge: +1
* HOMO energy (spin up / spin down): -14.00 / -14.00 eV
* spin multiplicity: 2
* gap between HOMO and LUMO (spin up / spin down): 0.343 / 0.195 Ha
* molar mass: 172.27 g mol⁻¹
* energy: -32143.8672 eV

=====

(4)
ORCA calculation (ωB97M-V with the def2-TZVPD basis set) on 2 unconnected molecules or ions with the total composition C10H20Cl2N5.

```
37
Properties=species:S:1:pos:R:3:mulliken_charge:R:1
H -3.017 -2.111 -1.623 0.42
H -1.862 2.561 -1.622 0.22
N -2.084 2.108 -0.754 -0.27
N -2.165 -1.245 0.139 -0.02
C -0.747 -3.158 0.801 -0.04
H 0.461 -2.457 2.374 0.40
H 1.516 1.890 -0.020 -0.70
H 0.602 1.374 2.359 0.50
H -1.992 1.163 2.138 0.22
C -1.240 0.546 1.642 -0.75
H -1.009 -0.260 2.329 0.50
C 0.943 1.007 0.286 0.75
C 0.020 1.415 1.439 -1.08
Cl 3.922 1.130 -2.884 -0.14
H -0.798 -4.051 0.185 0.38
C -2.654 -1.244 -1.100 0.01
H 1.913 2.241 -3.397 0.22
C 1.969 -0.096 0.678 -0.63
H 3.093 -0.861 -0.845 0.25
H 1.488 -1.119 -1.054 0.20
N -2.691 -0.036 -1.620 -0.63
H -2.142 2.676 0.071 0.25
N 2.230 -1.071 -0.371 -0.50
H 3.344 3.258 -3.677 0.34
H -2.861 -3.063 0.771 0.45
C -2.201 0.776 -0.670 0.48
H -2.201 -2.098 2.049 0.50
H 1.381 -2.943 0.851 0.32
C 0.426 -2.831 1.352 -0.89
H 2.914 0.399 0.898 0.42
C -2.028 -2.409 1.018 -0.94
N -1.845 0.047 0.407 0.23
H -0.231 2.464 1.301 0.38
H 0.424 0.665 -0.613 0.38
H 1.615 -0.553 1.607 0.19
C 2.876 2.547 -3.006 -0.23
Cl 2.633 3.338 -1.438 -0.17
```

* total charge: +1
* HOMO energy: -12.01 eV
* gap between HOMO and LUMO: 0.340 Ha
* molar mass: 281.21 g mol⁻¹
* ΔE to the lowest compared entry with this formula, charge and spin: 0.0 kJ/mol
* energy: -43181.7674 eV

=====

(5)
ORCA calculation (ωB97M-V with the def2-TZVPD basis set) on a molecular structure, C24H50BrFGaN2O4.

```
83
Properties=species:S:1:pos:R:3:mulliken_charge:R:1
O -2.665 1.090 -2.305 -0.55
C -0.732 -0.536 -3.993 -1.26
H -5.163 1.527 -3.495 0.45
H 0.801 1.649 -3.364 0.52
H 1.715 5.122 2.511 0.43
H 0.272 -0.649 -4.413 0.39
H -2.291 2.034 3.701 0.42
C -3.152 -1.198 -4.230 -1.23
C 3.207 -0.366 3.264 0.23
H 1.788 -1.363 0.666 -0.04
C 3.290 -2.887 0.789 -0.66
F 5.518 -5.274 3.388 -0.49
C 1.885 -5.474 3.240 -0.77
H 1.396 4.214 4.005 0.41
C -0.737 0.795 0.871 -1.74
H -4.835 0.095 -2.519 0.36
C 0.719 3.449 0.725 -1.58
Br 5.692 -6.097 0.048 -0.57
H -0.967 4.315 3.610 0.37
H 0.960 -6.033 3.435 0.37
N -2.527 1.069 -3.574 0.41
H -4.684 0.237 -6.118 0.43
C -0.886 1.552 -5.430 -1.99
H -1.454 -2.469 -4.578 0.40
C 2.479 -1.757 1.429 0.49
H 2.499 3.556 2.799 0.41
C -1.097 0.954 -4.032 2.09
H 2.170 -0.140 3.555 -0.09
H -1.649 -0.720 2.863 0.56
C -1.728 -1.424 -4.733 -0.48
H -2.161 3.372 0.955 0.15
C -0.902 4.170 2.527 -1.25
H -3.030 3.923 2.367 0.44
H -0.330 1.348 -2.035 -0.06
H 3.675 -1.079 5.228 0.46
C -3.796 0.737 -5.729 -1.63
H -3.970 1.814 -5.763 0.36
H -0.863 5.162 2.067 0.40
H 2.421 -5.394 4.190 0.25
O 3.254 -0.655 1.872 -0.38
H 0.307 0.739 0.564 0.19
H 1.593 -4.459 2.954 -0.03
H -3.867 -1.791 -4.807 0.40
H 0.963 4.472 0.432 0.52
H 2.986 -7.155 2.414 0.41
H -2.970 0.500 -6.391 0.30
H -0.943 0.140 4.248 0.41
C -0.859 1.192 2.345 1.92
C -2.147 1.983 2.617 -1.50
H 0.123 1.959 -5.487 0.50
H 3.769 0.567 3.365 0.27
O 4.321 -3.343 1.595 -0.32
H -2.985 1.414 2.203 0.33
H 2.237 -6.135 1.198 0.33
H -3.221 -1.528 -3.190 0.38
N 0.295 2.056 2.778 1.02
H -1.584 2.367 -5.621 0.33
H 0.111 -0.611 3.049 0.11
C -3.588 0.272 -4.290 1.60
C 3.798 -1.415 4.192 -0.97
H -5.686 -0.067 -4.068 0.43
C -0.830 -0.077 3.190 -1.60
H -1.263 1.468 0.196 0.02
O 0.645 1.929 4.001 -0.70
C 0.418 3.448 2.223 1.53
H -0.985 0.819 -6.229 0.35
H 3.300 -2.378 4.094 0.05
Ga 4.480 -5.153 1.916 0.43
H -1.172 -0.195 0.728 0.60
H -0.678 -0.847 -2.946 0.31
H 1.862 -2.144 2.253 -0.15
C 2.763 -6.115 2.159 -0.68
H -0.113 3.121 0.108 0.20
C -0.239 1.735 -3.045 -1.68
C -2.127 3.398 2.048 -0.36
C 1.580 4.126 2.938 -2.02
H 3.674 -2.529 -0.180 0.27
H 2.556 -3.681 0.555 0.29
H -1.671 -1.252 -5.812 0.30
H 4.853 -1.581 3.982 0.30
C -4.898 0.470 -3.536 -1.93
H 1.581 2.818 0.509 0.31
H -0.517 2.790 -3.043 0.50
```

* total charge: -1
* HOMO energy (spin up / spin down): -5.40 / -5.40 eV
* spin multiplicity: 3
* gap between HOMO and LUMO (spin up / spin down): 0.270 / 0.267 Ha
* molar mass: 599.30 g mol⁻¹
* energy: -162007.2983 eV

=====

(6)
ORCA calculation (ωB97M-V with the def2-TZVPD basis set) on 3 unconnected molecules or ions with the total composition C21H48BF3O3P.

```
77
Properties=species:S:1:pos:R:3:mulliken_charge:R:1
H 3.655 -4.219 -0.915 0.28
F 2.043 -5.678 -2.663 -0.27
H -0.542 0.051 0.867 0.55
H -1.331 -2.973 2.401 0.32
H -4.505 2.624 -4.099 0.36
C 3.030 -5.032 -0.548 -0.09
H 3.157 -6.023 1.105 0.36
C -5.661 3.974 -1.909 -0.07
C 3.342 2.903 1.515 -0.33
H 0.973 -3.403 5.181 0.33
C 0.381 3.943 0.983 -0.84
H 1.915 -0.133 -0.863 0.37
H -0.198 -1.987 0.067 0.35
H 4.142 0.931 1.975 0.28
H 1.429 4.752 -0.726 0.43
H -1.015 2.926 -1.997 0.31
C -0.739 3.476 0.044 -0.91
C 2.935 -6.042 -1.699 0.77
C 1.659 4.428 0.292 -0.99
H 2.089 5.294 0.795 0.44
C -0.579 -3.756 2.429 -1.25
H 2.336 2.446 -0.301 -0.22
P 1.102 -2.932 2.467 -0.17
H 0.938 -2.149 -1.281 0.27
H 1.305 -5.273 0.639 0.50
H 2.711 -3.420 5.371 0.33
C 1.869 -3.982 4.969 -1.22
H 3.817 3.754 2.004 0.47
H -7.075 2.675 -2.259 0.28
C -0.432 1.125 -1.010 -0.71
C 1.335 -0.456 0.006 -0.49
C 4.375 1.765 1.317 -1.30
H -5.275 0.549 -3.151 0.20
F 2.577 -7.292 -1.279 -0.31
H -2.273 1.038 -3.442 0.49
H -0.023 4.769 1.575 0.35
F 4.143 -6.176 -2.334 -0.30
H 0.096 0.676 -1.854 0.38
O -3.606 2.331 -4.274 -0.60
H 4.303 1.372 0.306 0.34
O -6.125 2.637 -2.119 -0.46
H -4.016 -0.538 -2.543 0.31
H -6.123 4.023 0.192 0.31
H 2.923 -2.634 0.649 -0.32
C 0.855 -1.899 -0.219 -1.42
H 2.581 2.537 2.201 0.26
H -1.321 4.343 -0.268 0.44
H -0.675 -4.381 1.540 0.26
H -3.324 1.857 -2.283 -0.01
H -5.932 5.625 -0.541 0.35
H -7.398 4.678 -0.834 0.35
H -0.723 -4.361 3.322 0.44
O 3.781 -5.645 0.485 -0.62
C -6.315 4.617 -0.701 -1.21
C 0.211 0.564 0.269 0.51
H 2.002 -0.424 0.869 0.11
H -5.845 4.574 -2.808 0.27
H 3.095 -4.128 3.197 0.36
H 0.979 -4.516 -0.896 0.36
C 2.040 -4.206 3.448 -0.39
H 1.690 -5.216 3.215 0.24
C -3.294 1.371 -3.264 0.11
C 2.730 3.336 0.188 -0.12
B 1.756 -3.003 0.621 0.68
H -4.217 -0.286 -4.286 0.32
C 1.684 -4.515 -0.062 -1.13
H 1.804 -4.923 5.519 0.33
H 3.548 3.695 -0.443 0.41
H -4.584 3.900 -1.767 0.20
H 0.636 3.178 1.711 0.46
H -1.424 2.864 0.638 0.33
H 0.658 2.890 -1.549 0.49
H -1.469 0.809 -1.114 0.17
C -0.338 2.648 -1.186 -0.54
H 0.620 1.350 0.900 -0.80
C -4.256 0.200 -3.310 -1.13
H 5.386 2.099 1.527 0.36
```

* total charge: -1
* HOMO energy: -3.68 eV
* gap between HOMO and LUMO: 0.209 Ha
* molar mass: 447.39 g mol⁻¹
* ΔE to the lowest compared entry with this formula, charge and spin: 22.2 kJ/mol
* energy: -46817.2620 eV

=====

(7)
ORCA calculation (ωB97M-V with the def2-TZVPD basis set) on a single C7H17N3 molecule.

```
27
Properties=species:S:1:pos:R:3:mulliken_charge:R:1
H -1.000 2.482 1.150 0.24
N -0.286 -1.684 -0.367 0.35
H -2.265 -1.320 0.147 0.32
N -1.189 1.977 0.292 -0.67
C -1.633 -2.163 -0.124 -1.05
H 0.276 -3.240 -1.616 0.32
H 1.044 2.951 -1.107 0.42
H 0.685 -3.523 0.102 0.33
N 0.193 -1.079 0.845 -0.86
H -1.617 2.558 -0.420 0.27
H 1.615 -2.354 -0.859 0.31
H -1.265 0.206 -1.599 0.41
C 0.338 0.172 0.915 0.32
H 2.107 1.644 -0.568 0.37
H -0.448 1.599 -2.287 0.51
C 0.621 -2.768 -0.696 -1.00
H 0.215 1.430 2.659 0.33
H -1.677 -2.905 0.681 0.35
C 0.848 0.645 2.252 -1.38
C -0.012 1.289 -0.201 1.93
C -0.333 0.758 -1.597 -1.76
H 0.467 0.122 -1.959 0.32
H 0.860 -0.194 2.943 0.45
C 1.213 2.216 -0.314 -1.79
H 1.390 2.752 0.616 0.36
H -2.007 -2.606 -1.043 0.34
H 1.861 1.035 2.155 0.24
```

* HOMO energy: -7.77 eV
* SMILES: C/C(=N/N(C)C)C(C)(C)N
* gap between HOMO and LUMO: 0.320 Ha
* molar mass: 143.23 g mol⁻¹
* ΔE to the lowest compared entry with this formula, charge and spin: 202.1 kJ/mol
* energy: -12003.5437 eV

=====

(8)
ORCA calculation (ωB97M-V with the def2-TZVPD basis set) on a single C25H27ClN2O5 molecule.

```
60
Properties=species:S:1:pos:R:3:mulliken_charge:R:1
C -0.545 -0.486 1.155 1.16
C 4.382 -3.453 1.244 -0.23
H -3.789 0.118 0.780 0.67
C -0.502 -0.537 2.648 -1.98
C 0.941 0.627 -1.702 0.05
N -0.961 -0.893 -1.491 -0.04
H -5.556 1.500 1.376 0.36
C -2.880 0.327 1.346 -1.42
O 2.240 -1.095 2.040 -0.69
C 4.155 -1.186 0.188 -1.28
H -3.563 3.554 2.442 0.38
H -1.193 -1.298 3.008 0.39
Cl 2.623 -0.775 -3.314 -0.24
N -1.781 -0.246 0.583 0.42
H -2.963 -0.159 2.319 0.22
H -3.990 2.030 3.218 0.38
H 3.142 1.891 -3.951 0.44
H 4.138 -3.000 2.194 0.42
H 0.499 -0.793 2.974 0.48
H 5.089 -6.457 -0.130 0.38
C 4.452 -2.660 0.107 0.63
O -3.154 -0.539 -1.222 -0.82
H 1.008 -1.506 -1.551 0.87
H 4.783 -2.634 -2.006 0.32
C 0.545 -0.709 0.379 -0.33
C -2.696 1.841 1.511 0.00
C -5.198 2.520 1.519 -0.67
H -1.778 2.034 2.071 0.81
C -4.539 2.353 -0.906 0.47
H 4.559 -5.426 2.047 0.37
O 2.782 -0.939 -0.128 0.05
H 2.175 4.009 -3.133 0.39
H -0.364 1.813 -0.502 0.24
H 0.400 3.960 -1.406 0.43
O -5.183 1.200 -1.032 -0.49
H -1.159 -1.069 -2.465 0.33
H -4.619 4.168 0.217 0.30
C 1.925 0.676 -2.684 1.04
C 4.909 -5.394 -0.064 -0.37
O -3.565 2.649 -1.552 -0.62
H -0.779 0.418 3.089 0.28
H -6.193 3.434 -0.155 0.40
H 4.362 -0.802 1.192 0.41
C 1.900 -0.943 0.886 0.47
C -3.852 2.518 2.249 -1.29
C 4.612 -4.815 1.158 -0.67
H 4.723 -0.626 -0.558 0.55
C -5.167 3.228 0.157 -0.56
H -4.638 0.549 -1.524 0.51
C 4.970 -4.609 -1.203 -0.63
C 0.839 3.041 -1.764 -0.90
C 1.828 3.068 -2.732 -0.47
C 2.374 1.885 -3.193 -0.67
H 5.196 -5.058 -2.159 0.38
C 4.741 -3.247 -1.118 -0.25
C 0.424 -0.681 -1.129 -0.73
C 0.408 1.831 -1.255 -0.27
H -5.918 3.035 2.158 0.39
H -2.573 2.294 0.529 -0.08
C -2.027 -0.534 -0.756 0.29
```

* HOMO energy: -8.68 eV
* SMILES: CC1=C(C(=O)OCc2ccccc2)[C@H](c2ccccc2Cl)NC(=O)N1CCCCCC(=O)O
* gap between HOMO and LUMO: 0.341 Ha
* molar mass: 470.95 g mol⁻¹
* ΔE to the lowest compared entry with this formula, charge and spin: 0.0 kJ/mol
* energy: -52105.8253 eV